(1)
C31H55ClO2P2PbSi2 as an isolated structure in a non-equilibrium geometry. Source: the Open Molecules 2025 dataset; level of theory: wB97M-V/def2-TZVPD.

The geometry in XYZ format:
```
94
Properties=species:S:1:pos:R:3:mulliken_charge:R:1
Pb 0.023 -0.324 0.921 0.386
Cl 0.080 -2.419 4.864 -0.258
P 2.878 -0.150 0.953 0.138
P -2.737 -1.008 0.587 0.202
Si -2.517 -1.044 -2.587 -0.123
Si 3.075 -0.182 -2.226 0.015
O -0.199 1.516 -1.117 -0.268
O -0.325 2.061 1.020 -0.990
C -0.699 4.915 0.273 -0.305
C 1.210 -2.477 -1.611 -0.747
C -0.840 3.994 -1.998 -0.211
C 3.950 -1.617 1.020 1.431
C 3.464 -2.600 2.085 -1.341
C -1.120 5.270 -2.477 -0.763
C -2.579 0.277 -3.925 -1.031
C 3.380 0.738 -0.565 -0.918
C -4.887 0.482 1.657 -1.647
C -2.707 -3.546 1.680 -1.347
C -0.963 6.172 -0.265 -0.700
C -0.143 -2.686 -1.701 -0.721
C 2.893 1.128 -3.562 -1.150
C -2.664 0.892 2.700 -1.384
C 4.334 1.891 2.258 -1.641
C 0.118 -1.943 3.072 0.459
C -3.497 -2.561 -3.102 -1.165
C 5.406 -1.234 1.250 -1.649
C -1.174 6.349 -1.617 -0.444
C -0.354 2.399 -0.221 0.229
C -3.547 -0.178 2.010 0.879
C 1.980 1.590 3.011 -1.408
C -3.326 -2.729 0.547 1.475
C -0.749 -1.546 -2.317 0.793
C 0.315 -0.731 -2.669 -0.919
C -0.638 3.818 -0.618 0.342
C 3.222 0.851 2.453 0.897
C -4.848 -2.799 0.585 -1.673
C -3.289 -0.286 -0.999 -0.913
C 1.522 -1.198 -2.169 0.729
C 4.520 -1.322 -2.592 -1.138
H -4.570 -2.361 -3.037 0.342
H -5.606 -0.225 1.229 0.332
H 5.775 -0.524 0.506 0.313
H 3.545 0.109 3.211 0.284
H -3.173 1.255 3.613 0.585
H -1.642 -3.710 1.513 0.133
H 3.856 1.617 -3.732 0.371
H 3.863 -2.114 0.042 -0.642
H -2.975 -3.158 -0.405 -0.657
H -5.314 -2.212 -0.210 0.309
H 2.520 -3.062 1.795 0.135
H -1.375 7.370 -1.990 0.351
H 6.048 -2.119 1.183 0.466
H -0.539 4.761 1.332 0.445
H 4.449 0.983 -0.530 0.875
H 3.318 -2.118 3.056 0.261
H -3.179 -4.531 1.763 0.495
H 2.152 1.879 -3.275 0.167
H 5.280 1.443 1.936 0.337
H 5.467 -0.800 -2.431 0.344
H 4.021 2.658 1.533 0.293
H -2.008 -0.062 -4.793 0.338
H -1.684 0.499 3.025 0.202
H -5.342 0.885 2.575 0.488
H 1.931 -3.169 -1.253 0.493
H 4.488 -2.226 -1.981 0.334
H -0.989 -1.646 3.187 -0.217
H -5.186 -3.832 0.449 0.477
H 1.134 0.910 3.222 0.210
H 0.229 0.107 -3.307 0.375
H 5.560 -0.813 2.249 0.328
H -0.785 3.160 -2.697 0.262
H -3.049 0.787 -1.012 0.252
H -4.377 -0.375 -1.098 0.894
H -3.244 -3.430 -2.491 0.337
H 4.440 -1.602 -3.645 0.390
H 1.070 -1.338 3.314 -0.218
H 0.293 -2.876 2.479 0.371
H -3.231 -2.767 -4.141 0.400
H 2.570 0.654 -4.492 0.338
H 2.830 1.688 -0.630 0.298
H -0.991 7.025 0.406 0.387
H -4.734 1.321 0.962 0.300
H -1.294 5.408 -3.541 0.403
H -3.616 0.442 -4.230 0.390
H -0.664 -3.567 -1.421 0.491
H -5.243 -2.466 1.550 0.322
H 2.239 2.077 3.971 0.577
H -3.723 -0.995 2.738 0.288
H -2.822 -3.056 2.652 0.265
H 4.528 2.394 3.218 0.492
H 4.188 -3.408 2.238 0.499
H 1.636 2.380 2.317 0.250
H -2.154 1.220 -3.571 0.083
H -2.496 1.765 2.043 0.241
```

The max |F| comes out at 3.1 eV Å⁻¹. Its net charge is 0. The value obtained for the energy relative to the best compared isomer or geometry (same formula, charge and spin) is 179.2 kJ/mol. Its HOMO energy is -6.39 eV.

***

(2)
C3H3FO2 as an isolated structure in a non-equilibrium geometry. Source: the Open Molecules 2025 dataset; level of theory: wB97M-V/def2-TZVPD.

The geometry in XYZ format:
```
9
Properties=species:S:1:pos:R:3:mulliken_charge:R:1
F 2.759 -3.476 0.735 -0.177
O 2.098 -2.088 0.533 -0.080
O 0.699 -1.559 2.254 -0.482
C -0.458 -0.325 -0.229 -0.580
C 0.735 -0.223 0.217 -0.176
C 1.240 -1.453 1.166 0.594
H 1.288 0.666 0.303 0.359
H -0.811 -1.312 -0.229 0.271
H -0.988 0.550 -0.554 0.272
```

The max |F| comes out at 6.9 eV Å⁻¹. Its net charge is 0. The value obtained for the energy relative to the best compared isomer or geometry (same formula, charge and spin) is 512.1 kJ/mol. Its HOMO energy (spin up / spin down) is -10.87 / -10.87 eV.

***

Look up the max |F| of the first one.
3.1 eV Å⁻¹

***

Look up the max |F| of the first one.
3.1 eV Å⁻¹

***

What is the energy relative to the best compared isomer or geometry (same formula, charge and spin) in the second record?
512.1 kJ/mol